1.
# C2H3BrO

2 unconnected molecules or ions with the total composition C2H3BrO (ωB97M-V/def2-TZVPD, the Open Molecules 2025 dataset).

Calculated values
Lowest unoccupied orbital energy, Eh: 0.0135
M, g mol⁻¹: 122.95
HOMO, eV: -9.127

Each line ends with the natural charge from an NBO analysis.
Element x y z (Å)
C (0.595, -0.127, 0.400)  -0.271
C (0.438, 0.859, 1.011)  -0.215
O (-2.688, -0.631, -0.688)  -0.931
Br (-2.002, 0.452, -1.676)  0.820
H (0.565, -1.159, -0.001)  0.255
H (-0.555, 0.306, -1.712)  0.110
H (0.338, 1.632, 1.703)  0.232


2.
# C2H3BrO

2 unconnected molecules or ions with the total composition C2H3BrO (ωB97M-V/def2-TZVPD, the Open Molecules 2025 dataset).

Calculated values
Lowest unoccupied orbital energy (alpha / beta), Eh: -0.0161 / -0.0513
M, g mol⁻¹: 122.95
HOMO (alpha / beta), eV: -9.116 / -9.373

Each line ends with the natural charge from an NBO analysis.
Element x y z (Å)
C (1.905, 0.119, 1.812)  0.455
C (-0.097, -0.111, -0.034)  -0.503
O (2.549, -0.861, 1.991)  -0.491
Br (1.629, 1.637, 3.021)  -0.001
H (0.598, -0.294, -0.848)  0.182
H (-0.700, 0.848, -0.140)  0.179
H (-0.727, -0.891, 0.382)  0.179


Stability ranking, top entry: 2; the second entry is 69.3 kcal/mol less favorable.


1.
# CsH4O2

A molecular structure, CsH4O2 (ωB97M-V/def2-TZVPD, the Open Molecules 2025 dataset).

Calculated values
Net charge: +1
Lowest unoccupied orbital energy, Eh: -0.1434
M, g mol⁻¹: 168.94
HOMO, eV: -14.759

Each line ends with the Löwdin charge.
Element x y z (Å)
Cs (16.278, -26.584, 14.812)  1.935
O (17.532, -25.249, 13.985)  -0.618
H (18.098, -24.933, 13.281)  0.092
H (17.472, -24.513, 14.593)  0.045
O (17.498, -27.315, 16.251)  -0.577
H (17.394, -28.257, 16.390)  0.063
H (17.281, -26.922, 17.096)  0.061


2.
# CsH4O2

A molecular structure, CsH4O2 (ωB97M-V/def2-TZVPD, the Open Molecules 2025 dataset).

Calculated values
Net charge: +1
Lowest unoccupied orbital energy, Eh: -0.1495
M, g mol⁻¹: 168.94
HOMO, eV: -15.652

Each line ends with the Löwdin charge.
Element x y z (Å)
Cs (0.030, 0.160, -0.313)  1.723
O (-1.293, 1.590, 0.709)  -0.523
H (-2.105, 1.104, 0.854)  0.041
H (-1.579, 2.486, 0.528)  0.078
O (2.030, -1.695, -0.597)  -0.199
H (1.352, -1.371, -1.188)  -0.147
H (1.565, -2.274, 0.007)  0.028


Stability ranking, top entry: 2; the second entry is 93.7 kcal/mol less favorable.


1.
# CH3O3PS

2 unconnected molecules or ions with the total composition CH3O3PS (ωB97M-V/def2-TZVPD, the Open Molecules 2025 dataset).

Calculated values
SMILES string: O=S1#[PH]O1.C=O
Lowest unoccupied orbital energy, Eh: -0.0097
M, g mol⁻¹: 126.07
HOMO, eV: -9.504

Each line ends with the natural charge from an NBO analysis.
Element x y z (Å)
O (-0.697, -0.871, -0.024)  -0.910
S (-0.930, 0.396, -0.643)  1.285
P (-2.181, 1.606, 0.637)  0.630
O (-2.591, 0.847, -0.814)  -0.922
H (-1.575, 2.817, 0.135)  -0.086
C (2.058, -1.182, 0.184)  0.284
O (1.734, -0.685, -0.879)  -0.511
H (1.477, -0.882, 1.031)  0.112
H (2.704, -2.045, 0.373)  0.117


2.
# CH3O3PS

2 unconnected molecules or ions with the total composition CH3O3PS (ωB97M-V/def2-TZVPD, the Open Molecules 2025 dataset).

Calculated values
SMILES string: O=C(O)O.P=S
Lowest unoccupied orbital energy, Eh: -0.0451
M, g mol⁻¹: 126.07
HOMO, eV: -8.608

Each line ends with the natural charge from an NBO analysis.
Element x y z (Å)
O (1.096, -0.171, 1.398)  -0.604
C (0.938, -1.336, 1.182)  0.977
O (0.897, -2.331, 2.067)  -0.687
O (0.485, -1.705, -0.014)  -0.689
H (0.956, -1.977, 2.921)  0.503
H (0.248, -2.606, -0.172)  0.502
P (-1.454, 1.849, -1.091)  0.407
S (-0.557, 2.598, -2.632)  -0.344
H (-0.601, 0.821, -0.594)  -0.065


Stability ranking, top entry: 2; the second entry is 53.4 kcal/mol less favorable.


1.
# C3H7O2

A gas-phase ion, C3H7O2 (charge -1) (ωB97M-V/def2-TZVPD, the Open Molecules 2025 dataset).

Calculated values
SMILES string: [O-]CCCO
Net charge: -1
Lowest unoccupied orbital energy, Eh: 0.1481
M, g mol⁻¹: 75.09
HOMO, eV: -2.164

Each line ends with the natural charge from an NBO analysis.
Element x y z (Å)
O (-0.151, -0.519, 2.038)  -0.967
C (-0.246, -1.182, 0.864)  -0.008
C (0.458, -0.399, -0.290)  -0.470
C (-0.309, 0.895, -0.399)  -0.070
O (0.331, 1.917, -1.186)  -0.757
H (0.035, -2.266, 0.917)  0.082
H (-1.330, -1.242, 0.520)  0.052
H (0.334, -0.973, -1.211)  0.166
H (1.504, -0.209, -0.022)  0.176
H (-1.253, 0.694, -0.902)  0.147
H (-0.614, 1.284, 0.572)  0.197
H (1.243, 2.002, -0.901)  0.453


2.
# C3H7O2

A gas-phase ion, C3H7O2 (charge -1) (ωB97M-V/def2-TZVPD, the Open Molecules 2025 dataset).

Calculated values
SMILES string: [O-]CCCO
Net charge: -1
Lowest unoccupied orbital energy, Eh: 0.1418
M, g mol⁻¹: 75.09
HOMO, eV: -2.198

Each line ends with the natural charge from an NBO analysis.
Element x y z (Å)
O (-2.468, 0.327, -0.302)  -0.950
C (-1.390, -0.296, 0.173)  0.015
C (-0.014, 0.381, -0.151)  -0.465
C (1.160, -0.422, 0.368)  -0.063
O (2.431, 0.097, -0.061)  -0.747
H (-1.262, -1.348, -0.234)  0.046
H (-1.384, -0.418, 1.294)  0.054
H (0.062, 0.530, -1.236)  0.168
H (-0.011, 1.380, 0.293)  0.183
H (1.159, -0.360, 1.458)  0.159
H (1.085, -1.484, 0.120)  0.144
H (2.330, 0.315, -0.984)  0.454


Stability ranking, top entry: 2; the second entry is 1.7 kcal/mol less favorable.


1.
# C4H4F2O3

A single C4H4F2O3 molecule (ωB97M-V/def2-TZVPD, the Open Molecules 2025 dataset).

Calculated values
Lowest unoccupied orbital energy, Eh: 0.0204
M, g mol⁻¹: 138.07
HOMO, eV: -8.241

Each line ends with the natural charge from an NBO analysis.
Element x y z (Å)
C (-0.079, -0.157, -0.454)  0.607
C (-2.012, -1.055, -0.508)  0.413
C (-0.908, -0.627, 1.516)  0.707
C (1.739, 1.287, -1.044)  -0.286
O (0.145, -0.054, 0.785)  -0.487
O (-1.577, -1.534, 0.767)  -0.565
O (0.638, 0.431, -1.362)  -0.457
F (-1.982, -2.160, -1.209)  -0.351
F (-1.637, 0.479, 1.978)  -0.345
H (-0.447, -1.189, 2.338)  0.162
H (2.482, 1.184, -1.734)  0.198
H (2.214, 1.024, 0.038)  0.197
H (1.424, 2.370, -1.110)  0.206


2.
# C4H4F2O3

2 unconnected molecules or ions with the total composition C4H4F2O3 (ωB97M-V/def2-TZVPD, the Open Molecules 2025 dataset).

Calculated values
Lowest unoccupied orbital energy, Eh: -0.0098
M, g mol⁻¹: 138.07
HOMO, eV: -9.135

Each line ends with the natural charge from an NBO analysis.
Element x y z (Å)
C (1.801, 1.194, 0.989)  0.285
C (-0.225, -0.724, 0.301)  0.838
C (-2.220, -0.389, -0.827)  -0.296
C (1.783, 0.164, -0.028)  0.541
O (1.353, 2.297, 0.907)  -0.501
O (-0.388, -1.472, 1.210)  -0.538
O (-0.834, -0.180, -0.639)  -0.475
F (1.685, 0.455, -1.343)  -0.315
F (2.636, -0.880, 0.102)  -0.322
H (2.279, 0.943, 2.029)  0.139
H (-2.272, -0.989, -1.777)  0.209
H (-2.957, 0.591, -0.923)  0.225
H (-2.639, -1.010, -0.001)  0.210


Stability ranking, top entry: 2; the second entry is 38.1 kcal/mol less favorable.


1.
# C6H16N3

A gas-phase ion, C6H16N3 (charge +1) (ωB97M-V/def2-TZVPD, the Open Molecules 2025 dataset).

Calculated values
Net charge: +1
Lowest unoccupied orbital energy, Eh: -0.1142
M, g mol⁻¹: 130.22
HOMO, eV: -12.604

Each line ends with the natural charge from an NBO analysis.
Element x y z (Å)
C (-1.002, 0.402, 1.040)  0.082
C (-0.146, -0.825, -0.486)  0.140
C (-2.453, 0.258, 1.240)  -0.675
C (1.122, -2.173, 1.065)  -0.408
C (1.706, 0.943, -0.024)  -0.451
C (0.210, 1.210, -2.164)  -0.439
N (-0.512, 1.411, 0.174)  -0.475
N (0.766, -1.753, -0.307)  -0.642
N (0.441, 0.716, -0.741)  -0.133
H (-0.309, 0.144, 1.799)  0.196
H (-0.789, -1.015, -1.254)  0.182
H (-2.880, 0.864, 2.085)  0.251
H (-2.819, -0.661, 1.298)  0.251
H (-2.952, 0.559, 0.343)  0.216
H (0.332, -2.848, 1.343)  0.214
H (2.112, -2.494, 1.173)  0.224
H (1.121, -1.317, 1.728)  0.196
H (2.238, -0.037, 0.143)  0.243
H (2.357, 1.788, -0.520)  0.253
H (1.486, 1.376, 0.954)  0.251
H (0.226, 2.330, -2.118)  0.242
H (0.970, 0.764, -2.826)  0.250
H (-0.833, 1.027, -2.595)  0.243
H (-1.329, 1.824, -0.343)  0.381
H (0.937, -2.495, -1.005)  0.410


2.
# C6H16N3

A gas-phase ion, C6H16N3 (charge +1) (ωB97M-V/def2-TZVPD, the Open Molecules 2025 dataset).

Calculated values
SMILES string: CC(C)[C@H]1N([NH3+])[C@@]1(C)N
Net charge: +1
Lowest unoccupied orbital energy, Eh: -0.1133
M, g mol⁻¹: 130.22
HOMO, eV: -13.886

Each line ends with the natural charge from an NBO analysis.
Element x y z (Å)
C (-0.952, -2.024, -1.414)  -0.592
C (0.129, -1.325, -0.412)  -0.224
C (1.607, -1.689, -0.500)  -0.618
C (0.076, 0.172, -0.659)  -0.065
N (-1.023, 1.187, -0.363)  -0.285
N (-2.084, 0.700, 0.473)  -0.597
C (0.378, 1.154, 0.502)  0.263
C (1.087, 2.492, 0.310)  -0.642
N (0.175, 0.741, 1.803)  -0.867
H (-0.402, -2.293, -2.288)  0.238
H (-1.776, -1.361, -1.419)  0.180
H (-1.321, -2.929, -1.019)  0.228
H (-0.126, -1.480, 0.639)  0.186
H (2.187, -1.392, -1.331)  0.229
H (1.669, -2.734, -0.230)  0.237
H (2.117, -1.299, 0.342)  0.210
H (0.499, 0.310, -1.609)  0.234
H (-1.519, 0.462, 1.393)  0.447
H (-2.600, -0.035, -0.109)  0.439
H (-2.813, 1.438, 0.633)  0.440
H (1.694, 2.737, 1.149)  0.226
H (0.349, 3.261, 0.087)  0.246
H (1.657, 2.437, -0.564)  0.240
H (0.638, -0.127, 2.093)  0.420
H (0.354, 1.597, 2.494)  0.428


Stability ranking, top entry: 2; the second entry is 44.4 kcal/mol less favorable.